# 1
Below is C15H12BrO8Pd as an isolated structure in a non-equilibrium geometry, with properties calculated with wB97M-V/def2-TZVPD.

```
37
Properties=species:S:1:pos:R:3:mulliken_charge:R:1
Pd 0.22 -0.16 0.16 0.33
O -1.26 0.28 3.95 -0.72
C -1.03 -0.09 2.82 0.42
O 0.08 0.18 2.19 -0.60
C -2.14 -0.85 2.04 -0.32
C -2.87 0.26 1.30 -0.27
C -4.04 -0.26 0.45 -0.87
C -3.31 -0.84 -0.78 -1.13
C -1.86 -0.73 -0.34 -0.72
O -1.91 0.65 0.29 -0.36
C -1.67 -1.73 0.87 0.27
C -0.34 -2.54 1.19 0.24
O -0.50 -3.68 1.59 -0.68
O 0.81 -1.98 0.99 -0.51
H -2.77 -1.38 2.75 0.66
H -3.12 1.13 1.91 0.68
H -4.70 0.55 0.16 0.39
H -4.63 -1.00 1.00 0.34
H -3.48 -0.20 -1.65 0.33
H -3.61 -1.85 -1.03 0.43
H -1.14 -0.77 -1.17 1.38
H -2.41 -2.51 0.70 0.79
Br -3.90 3.43 -4.98 -0.24
C -2.09 2.85 -5.09 -0.01
C -1.39 3.06 -6.26 -0.37
C -0.07 2.63 -6.33 -0.45
C 0.52 2.00 -5.24 -0.56
C -0.19 1.80 -4.07 0.16
C -1.51 2.23 -3.99 -0.25
C 0.47 1.12 -2.88 0.38
O 1.64 0.74 -3.00 -0.65
O -0.29 0.96 -1.89 -0.39
H -1.86 3.54 -7.11 0.38
H 0.50 2.78 -7.24 0.37
H 1.55 1.66 -5.28 0.46
H -2.06 2.08 -3.08 0.46
O 1.31 -0.95 -1.07 -0.38
```

Computed properties:
* energy relative to the best compared isomer or geometry (same formula, charge and spin): 81.8 kcal per mole
* net charge: -1
* LUMO level (spin up / spin down): -0.01 / -0.05 eV
* multiplicity: 1



# 2
Below is C18H24I3N3O8 as an isolated structure in a non-equilibrium geometry, with properties calculated with wB97M-V/def2-TZVPD.

```
56
Properties=species:S:1:pos:R:3:mulliken_charge:R:1
C 0.17 4.18 -0.22 -1.10
C 0.37 3.68 -1.66 1.02
O 0.52 4.43 -2.53 -0.57
N 0.59 2.39 -1.97 0.79
C 0.32 1.38 -1.14 -0.81
C 1.49 1.11 -0.22 -0.08
C 1.30 0.26 0.79 1.52
C 0.15 -0.62 0.88 -1.46
C -0.91 -0.18 0.11 2.31
C -0.84 0.85 -0.76 -0.02
I -2.25 1.52 -1.79 0.19
C -2.15 -0.87 0.22 -1.01
O -2.78 -1.71 -0.63 -0.68
N -3.01 -0.40 1.40 0.32
H -2.69 0.16 1.91 0.01
C -4.34 -0.86 1.61 -0.86
H -5.19 -0.20 2.01 0.47
H -4.78 -1.23 0.63 0.32
C -4.18 -2.36 2.59 0.18
O -3.23 -3.05 2.12 -0.50
H -3.37 -3.31 1.00 0.46
C -5.46 -2.72 2.79 -0.79
O -6.41 -2.01 3.46 -0.46
H -6.15 -1.75 4.39 0.34
H -5.30 -4.05 3.18 0.18
H -6.07 -3.15 1.80 0.27
H -3.99 -1.84 3.42 0.47
I -0.04 -2.13 2.50 0.00
C 2.52 -0.16 1.73 -1.03
O 2.71 0.47 2.71 -0.52
N 3.28 -1.48 1.41 0.02
H 2.84 -2.09 0.55 0.33
C 4.24 -1.98 2.27 -0.80
H 4.43 -1.16 2.85 0.45
H 5.03 -2.20 1.54 0.37
C 3.84 -3.26 3.09 -0.64
O 3.23 -4.25 1.87 -0.51
H 2.84 -4.68 2.57 0.27
H 4.55 -3.64 3.55 0.61
H 3.05 -2.82 3.67 0.24
I 3.33 1.94 -0.36 0.17
C 0.94 2.18 -3.23 -1.07
H 0.92 0.95 -3.36 0.45
H -0.15 2.31 -4.01 0.15
C 2.17 2.53 -4.13 0.85
O 1.55 3.50 -4.87 -0.68
H 1.10 4.27 -4.36 0.50
C 2.56 1.47 -4.85 -1.14
O 1.95 0.76 -5.82 -0.51
H 1.62 1.69 -6.34 0.40
H 3.64 1.87 -5.40 0.34
H 3.16 0.60 -4.25 0.32
H 2.72 2.71 -3.22 0.10
H 0.90 3.89 0.40 0.30
H -0.86 3.74 0.16 0.22
H 0.15 5.33 -0.05 0.31
```

Computed properties:
* energy relative to the best compared isomer or geometry (same formula, charge and spin): 425.0 kcal per mole
* LUMO level: -0.79 eV
* multiplicity: 1



# 3
Below is a 13-piece molecular cluster, C48H107NO21S8 overall in a non-equilibrium geometry, with properties calculated with wB97M-V/def2-TZVPD.

```
185
Properties=species:S:1:pos:R:3:lowdin_spin:R:1
C -11.56 -25.88 -18.36 0.00
C -10.04 -25.77 -18.57 0.00
C -9.66 -25.66 -20.03 0.00
O -9.73 -24.56 -17.92 0.00
H -11.86 -25.80 -17.32 0.00
H -12.01 -26.77 -18.81 0.00
H -12.02 -25.07 -18.92 0.00
H -9.55 -26.63 -18.11 0.00
H -9.86 -24.65 -20.39 0.00
H -10.17 -26.41 -20.63 0.00
H -8.59 -25.75 -20.21 0.00
H -9.79 -23.82 -18.52 0.00
C -8.38 -23.54 -14.80 0.00
C -8.21 -25.01 -14.60 0.00
C -8.22 -25.34 -13.10 0.00
O -9.24 -25.72 -15.25 0.00
H -8.10 -23.26 -15.81 0.00
H -7.77 -22.96 -14.11 0.00
H -9.34 -23.16 -14.45 0.00
H -7.25 -25.30 -15.03 0.00
H -9.23 -25.16 -12.74 0.00
H -7.48 -24.74 -12.57 0.00
H -8.01 -26.40 -12.94 0.00
H -9.32 -25.43 -16.17 0.00
C -5.91 -29.82 -20.19 0.00
C -4.44 -30.03 -20.78 0.00
C -3.44 -29.68 -19.71 0.00
O -4.37 -31.36 -21.14 0.00
H -6.72 -30.02 -20.89 0.00
H -6.10 -28.79 -19.89 0.00
H -6.16 -30.43 -19.33 0.00
H -4.18 -29.42 -21.64 0.00
H -3.57 -28.67 -19.33 0.00
H -2.41 -29.75 -20.07 0.00
H -3.56 -30.28 -18.80 0.00
H -4.78 -31.48 -22.00 0.00
C -5.98 -25.20 -18.14 0.00
C -4.65 -24.41 -17.89 0.00
C -3.64 -25.22 -17.17 0.00
O -4.11 -23.99 -19.12 0.00
H -6.79 -24.48 -18.30 0.00
H -6.46 -25.84 -17.39 0.00
H -5.91 -25.93 -18.94 0.00
H -4.95 -23.53 -17.32 0.00
H -2.73 -24.62 -17.07 0.00
H -3.45 -26.11 -17.77 0.00
H -4.05 -25.56 -16.23 0.00
H -4.66 -23.31 -19.52 0.00
C -4.93 -16.70 -17.45 0.00
C -4.12 -17.63 -16.52 0.11
C -3.08 -18.54 -17.17 0.08
O -3.71 -19.55 -17.97 0.24
C -4.40 -20.57 -17.29 0.03
N -3.54 -16.75 -15.52 0.45
H -4.31 -16.16 -18.17 0.00
H -5.52 -15.95 -16.92 0.00
H -5.60 -17.35 -18.00 0.00
H -4.82 -18.20 -15.91 0.02
H -2.34 -18.97 -16.50 0.00
H -2.46 -17.96 -17.85 0.01
H -4.79 -21.29 -18.00 0.00
H -5.22 -20.25 -16.65 0.02
H -3.68 -21.12 -16.67 0.01
H -2.81 -17.21 -15.00 0.02
H -3.05 -15.96 -15.91 0.02
C -0.83 -24.62 -21.47 0.00
C 0.56 -25.02 -22.08 0.00
C 0.37 -26.53 -22.46 0.00
S -0.82 -27.30 -21.20 0.00
O -0.11 -28.11 -20.21 0.00
O -1.99 -27.87 -21.90 0.00
C -1.28 -25.63 -20.42 0.00
H -1.61 -24.55 -22.23 0.00
H -0.71 -23.64 -21.01 0.00
H 1.36 -24.93 -21.35 0.00
H 0.94 -24.47 -22.94 0.00
H 1.26 -27.16 -22.43 0.00
H -0.06 -26.62 -23.46 0.00
H -0.43 -25.54 -19.75 0.00
H -2.22 -25.71 -19.87 0.00
C -4.74 -25.75 -22.92 0.00
C -5.57 -26.61 -21.90 0.00
C -6.72 -27.10 -22.73 0.00
S -7.16 -25.64 -23.86 0.00
O -8.26 -24.88 -23.25 0.00
O -7.22 -26.20 -25.19 0.00
C -5.64 -24.74 -23.56 0.00
H -4.27 -26.38 -23.68 0.00
H -3.94 -25.19 -22.43 0.00
H -5.91 -26.05 -21.03 0.00
H -4.90 -27.37 -21.48 0.00
H -7.59 -27.51 -22.22 0.00
H -6.30 -27.90 -23.35 0.00
H -5.82 -23.99 -22.79 0.00
H -5.28 -24.23 -24.45 0.00
C -9.83 -20.43 -16.74 0.00
C -8.37 -20.04 -16.86 0.00
C -7.89 -20.74 -18.17 0.00
S -9.45 -20.92 -19.32 0.00
O -9.81 -22.33 -19.40 0.00
O -9.34 -20.06 -20.50 0.00
C -10.60 -20.14 -18.07 0.00
H -10.24 -19.86 -15.91 0.00
H -9.81 -21.50 -16.51 0.00
H -7.78 -20.36 -16.01 0.00
H -8.35 -18.95 -16.93 0.00
H -7.49 -21.71 -17.90 0.00
H -7.08 -20.24 -18.68 0.00
H -11.60 -20.51 -18.27 0.00
H -10.53 -19.07 -18.29 0.00
C -0.09 -28.79 -16.00 0.00
C -0.37 -29.21 -14.58 0.00
C -1.28 -30.42 -14.42 0.00
S -2.32 -30.43 -15.94 0.00
O -3.71 -30.24 -15.50 0.00
O -1.94 -31.63 -16.69 0.00
C -1.50 -28.85 -16.64 0.00
H 0.57 -29.57 -16.38 0.00
H 0.34 -27.80 -16.15 0.00
H -0.84 -28.31 -14.18 0.00
H 0.55 -29.29 -13.99 0.00
H -1.93 -30.42 -13.55 0.00
H -0.75 -31.34 -14.18 0.00
H -2.03 -27.98 -16.25 0.00
H -1.48 -28.91 -17.73 0.00
C -4.48 -26.37 -13.11 0.00
C -3.67 -25.36 -12.28 0.00
C -3.19 -26.15 -10.98 0.00
S -3.04 -27.95 -11.39 0.00
O -3.87 -28.75 -10.48 0.00
O -1.64 -28.34 -11.47 0.00
C -3.75 -27.74 -13.11 0.00
H -4.71 -25.98 -14.10 0.00
H -5.40 -26.58 -12.57 0.00
H -4.20 -24.50 -11.87 0.00
H -2.85 -25.07 -12.94 0.00
H -3.84 -26.02 -10.12 0.00
H -2.21 -25.79 -10.67 0.00
H -4.46 -28.56 -13.13 0.00
H -2.98 -27.70 -13.88 0.00
C -8.09 -31.25 -15.35 0.00
C -9.33 -30.32 -15.32 0.00
C -8.83 -28.93 -15.41 0.00
S -7.27 -28.87 -16.52 0.00
O -6.27 -28.18 -15.75 0.00
O -7.64 -28.47 -17.91 0.00
C -7.05 -30.73 -16.43 0.00
H -8.38 -32.29 -15.51 0.00
H -7.59 -31.29 -14.38 0.00
H -9.98 -30.51 -14.47 0.00
H -9.89 -30.60 -16.21 0.00
H -8.52 -28.67 -14.40 0.00
H -9.64 -28.28 -15.74 0.00
H -5.99 -30.95 -16.36 0.00
H -7.37 -31.17 -17.38 0.00
C -5.92 -20.51 -24.15 0.00
C -4.62 -21.22 -23.86 0.00
C -4.07 -20.73 -22.48 0.00
S -5.62 -20.63 -21.49 0.00
O -5.58 -19.29 -20.89 0.00
O -5.75 -21.84 -20.74 0.00
C -6.84 -20.57 -22.91 0.00
H -6.33 -20.78 -25.12 0.00
H -5.70 -19.44 -24.09 0.00
H -3.84 -21.16 -24.63 0.00
H -4.75 -22.30 -23.82 0.00
H -3.77 -19.69 -22.56 0.00
H -3.25 -21.32 -22.06 0.00
H -7.54 -19.76 -22.70 0.00
H -7.44 -21.47 -22.89 0.00
C 0.47 -21.99 -14.79 0.00
C -0.97 -22.00 -15.18 0.00
C -1.70 -23.04 -14.37 0.00
S -0.41 -24.34 -14.16 0.00
O -0.59 -25.43 -15.11 0.00
O -0.22 -24.58 -12.70 0.00
C 0.97 -23.37 -14.85 0.00
H 0.72 -21.62 -13.80 0.00
H 1.00 -21.40 -15.54 0.00
H -0.97 -22.20 -16.25 0.00
H -1.43 -21.02 -15.04 0.00
H -2.60 -23.43 -14.86 0.00
H -1.96 -22.82 -13.33 0.00
H 1.01 -23.76 -15.87 0.00
H 1.84 -23.64 -14.25 0.00
```

Computed properties:
* net charge: +1
* LUMO level (spin up / spin down): -3.34 / -9.14 eV
* multiplicity: 2